Below is 8 unconnected molecules or ions with the total composition C5H27NO9 in a non-equilibrium geometry, with properties calculated with wB97M-V/def2-TZVPD.

Geometry as XYZ:
```
42
Properties=species:S:1:pos:R:3
C -1.92605 -1.95585 -1.34294
N -1.45055 -0.60692 -1.02288
C -0.61275 -0.59508 0.20323
C 0.07122 0.79636 0.23563
C -0.81976 1.95321 0.64350
O 1.21170 0.72254 1.09964
C -1.36468 -0.94917 1.50916
O -0.51004 -1.39037 2.52021
H -2.62093 -2.34362 -0.65332
H -1.06208 -2.63153 -1.44945
H -2.39272 -1.90279 -2.37020
H -2.21221 0.08649 -0.94816
H 0.19804 -1.36891 0.10730
H 0.56323 0.99312 -0.75537
H -1.09733 1.90688 1.73077
H -1.69902 2.03115 0.06556
H -0.25568 2.86458 0.56205
H 0.98203 0.87321 2.04011
H -1.89044 -0.07723 1.89667
H -2.10012 -1.75899 1.26201
H 0.40940 -1.72870 2.16685
H 1.83958 2.31302 -2.93619
H 2.55418 1.87524 -1.54952
O 2.26071 1.58661 -2.48336
H 1.58087 -2.00321 -1.68542
H 2.70176 -3.01052 -1.39418
O 1.84729 -2.69148 -1.04411
H 1.53802 0.05172 -2.68223
H 0.19724 -0.61052 -2.42876
O 1.03466 -0.78066 -2.73572
H 1.91695 -0.89466 1.33675
H 1.92277 -2.28298 0.62407
O 1.91699 -1.83991 1.50519
H -4.63189 1.43638 -0.68864
H -3.86509 1.79817 -1.99865
O -3.72214 1.47195 -1.07075
H -0.21259 1.33009 3.97621
H 0.13792 -0.04498 3.40763
O 0.52614 0.78673 3.67161
H 2.34961 1.85452 0.49215
H 3.78008 2.26942 0.22595
O 2.90571 2.46671 -0.04237
```

- ΔE to the lowest compared entry with this formula, charge and spin (kcal/mol) = 26.9

Below is 11 unconnected molecules or ions with the total composition C5H28N2O10 in a non-equilibrium geometry, with properties calculated with wB97M-V/def2-TZVPD.

Geometry as XYZ:
```
45
Properties=species:S:1:pos:R:3
C 0.91741 -2.45816 2.58700
C 0.60684 -1.29929 1.65548
C 0.67569 -1.67550 0.21055
C 1.38279 -2.70509 -0.36642
N 1.19102 -2.56276 -1.72467
C 0.41753 -1.46832 -1.93827
N 0.08447 -0.90965 -0.77438
H 0.73673 -2.21246 3.63640
H 1.98247 -2.71482 2.51345
H 0.33307 -3.35321 2.32925
H -0.38932 -0.89132 1.91323
H 1.29348 -0.45988 1.83211
H 1.97677 -3.48956 0.06145
H 1.59467 -3.16440 -2.43719
H 0.11511 -1.09564 -2.91252
H -1.65342 -2.33506 0.39207
H -2.05173 -2.13440 1.87580
O -2.40480 -2.29777 0.99853
H -3.28869 -0.96073 0.39447
H -4.68415 -0.31078 0.46211
O -3.79485 -0.15860 0.11900
H -0.59111 0.96740 -0.98750
H -1.71151 1.44943 -1.90783
O -1.02174 1.79219 -1.31155
H -3.41997 0.20576 -1.61299
H -3.83933 1.03074 -2.81242
O -3.11934 0.48894 -2.48888
H -0.30038 2.71537 2.96467
H -1.06075 1.91793 1.82084
O -0.25769 1.93430 2.40925
H 3.11312 0.84421 -1.58146
H 3.59872 1.39266 -2.93889
O 2.80827 1.05189 -2.49852
H 1.87419 2.46314 -1.99067
H 0.45778 2.82810 -1.54249
O 1.36066 3.16375 -1.52668
H -3.04618 1.29542 0.81137
H -1.98585 2.15013 0.10346
O -2.49980 2.10541 0.95490
H 1.85699 2.86605 0.13579
H 1.24920 2.30355 1.46767
O 2.07793 2.48594 1.00778
H 2.84156 -0.31455 0.15490
H 3.07421 1.13826 0.50027
O 3.49992 0.38139 0.04154
```

- ΔE to the lowest compared entry with this formula, charge and spin (kcal/mol) = 0.0

Below is 8 unconnected molecules or ions with the total composition C5H28NO8 in a non-equilibrium geometry, with properties calculated with wB97M-V/def2-TZVPD.

Geometry as XYZ:
```
42
Properties=species:S:1:pos:R:3
C 0.96323 -1.19447 0.15814
O 0.67272 -2.49504 0.64608
C -0.21767 -0.24257 0.20373
C -1.47469 -0.94401 -0.44629
C -1.51146 -0.76917 -1.97881
C -2.74829 -0.54571 0.28299
N 0.17761 0.99700 -0.63053
H 1.84518 -0.93069 0.70260
H 1.26882 -1.32476 -0.89698
H 0.86869 -3.23572 0.04669
H -0.39210 0.24901 1.14843
H -1.21994 -2.00997 -0.30291
H -1.81796 -1.76586 -2.28250
H -0.51910 -0.61926 -2.39693
H -2.12301 0.06264 -2.31279
H -3.39972 -1.42756 0.38729
H -2.62310 -0.20059 1.28962
H -3.37784 0.08286 -0.35801
H 0.95027 0.79057 -1.30612
H -0.64970 1.22441 -1.18074
H 0.52103 1.84164 -0.13091
H -0.68574 -4.77103 -0.39030
H -0.86761 -4.31361 -1.85799
O -0.33950 -4.18169 -1.07024
H -3.20264 2.58493 2.58361
H -2.44154 1.37513 3.11696
O -2.33390 2.16238 2.57084
H 2.51043 2.65192 1.29408
H 1.30836 1.97652 2.09647
O 1.69924 2.14293 1.23349
H -1.18824 3.24816 1.84371
H 0.01085 3.82326 0.91594
O -0.64129 3.13665 1.03431
H 0.88704 -0.90509 2.82912
H 2.21321 -0.36808 2.30900
O 1.34181 -0.11095 2.61161
H 2.43242 0.48989 -2.65413
H 1.41839 -0.13541 -3.79011
O 1.53282 0.36307 -2.98278
H 3.88000 1.83188 -0.89286
H 3.79154 0.48018 -0.33626
O 3.48138 0.97618 -1.10652
```

- ΔE to the lowest compared entry with this formula, charge and spin (kcal/mol) = 30.1
- total charge = +1

Below is 11 unconnected molecules or ions with the total composition C5H28O10 in a non-equilibrium geometry, with properties calculated with wB97M-V/def2-TZVPD.

Geometry as XYZ:
```
43
Properties=species:S:1:pos:R:3
C -0.08323 -0.54510 1.87872
C 0.10338 0.37199 0.95291
C 0.56721 0.06900 -0.42679
C 1.70650 -0.58729 -0.61961
C 2.09629 -1.17117 -1.98148
H -0.40185 -0.46805 2.91275
H 0.17845 -1.56341 1.64268
H -0.03268 1.45102 1.00644
H 0.07683 0.59252 -1.22652
H 2.46739 -0.88877 0.09281
H 2.39322 -2.20453 -1.81940
H 2.99771 -0.67824 -2.34249
H 1.22153 -1.11870 -2.61767
H -0.67346 -4.15604 -0.03800
H -1.93924 -4.38293 -0.71659
O -1.12207 -3.88969 -0.86619
H 3.50342 1.65340 -1.29374
H 2.97747 2.97940 -0.69685
O 3.76229 2.53992 -1.03060
H 0.37422 -3.87680 2.05597
H -1.06979 -3.55343 2.21568
O -0.50385 -4.15579 1.71756
H -1.72408 0.26636 -3.17317
H -2.72689 1.11473 -3.68326
O -1.86673 1.22772 -3.28576
H 2.32611 -2.64267 1.94235
H 1.65155 -2.01722 3.18558
O 1.76427 -2.80921 2.70106
H -2.69529 1.12408 2.18232
H -2.53916 2.57155 1.57367
O -3.14324 1.95416 2.01255
H -0.36417 3.78942 -2.05776
H -0.81845 2.46826 -2.37183
O -0.12922 2.87312 -1.85365
H -1.12374 2.94191 3.67471
H 0.38683 2.74439 3.16256
O -0.22124 2.75783 3.89915
H -1.42089 -2.26519 -1.66954
H -0.87443 -2.12262 -3.10889
O -1.49744 -1.74208 -2.48729
H -1.26124 4.55164 0.32077
H -0.87889 3.17949 -0.21921
O -1.44342 3.61705 0.45605
```

- ΔE to the lowest compared entry with this formula, charge and spin (kcal/mol) = 31.7

Question: Look up the ΔE to the lowest compared entry with this formula, charge and spin of the second one.
Answer: 0.0 kcal/mol

Question: Among the records above, which one has the lowest ΔE to the lowest compared entry with this formula, charge and spin?
Answer: C5H28N2O10

Question: Among the records above, which one has the highest ΔE to the lowest compared entry with this formula, charge and spin?
Answer: C5H28O10

Question: Look up the ΔE to the lowest compared entry with this formula, charge and spin of the fourth one.
Answer: 31.7 kcal/mol